Record 1
Entry from the Open Molecules 2025 dataset: one molecule with the formula C3H4N2O in a non-equilibrium geometry (wB97M-V/def2-TZVPD).

Geometry as XYZ:
```
10
Properties=species:S:1:pos:R:3:forces:R:3
N -1.407847 0.362455 0.747449 -0.2 1.2 0.1
C -0.441458 1.007485 0.026117 3.0 0.5 -1.8
O -0.517646 2.149876 -0.489150 -0.1 -3.6 1.9
C 1.104272 0.012499 -0.249698 -2.7 1.4 0.8
C 2.379468 0.707268 -0.115645 -2.2 -1.4 0.6
N 2.107188 -0.024317 0.881249 0.3 0.8 -0.7
H -1.233291 -0.487766 1.305599 0.0 1.1 -0.7
H -2.160443 1.027766 1.014750 0.6 -1.2 -0.1
H 0.889208 -0.947529 -0.753000 0.4 0.8 0.0
H 2.984772 1.503355 -0.458075 0.9 0.3 -0.2
```
Positions in Å, forces in eV/Å.

## Properties
molecular weight = 84.1 g mol⁻¹
energy above the lowest of the compared OMol25 structures with the same formula, charge and spin = 316.46 kJ/mol
electronic energy = -8200.606 eV
orbital gap = 0.3753 hartree
total charge = 0

These are the Löwdin partial charges, in e, on atoms 1 to 5:
1. N 0.12
2. C -0.40
3. O -0.02
4. C -0.16
5. C -0.10

Record 2
Entry from the Open Molecules 2025 dataset: an isolated ion of composition C4H5O4 and charge -1 in a non-equilibrium geometry (wB97M-V/def2-TZVPD).

Geometry as XYZ:
```
13
Properties=species:S:1:pos:R:3:forces:R:3
O -0.021196 -0.317033 1.873197 -1.5 1.7 -1.8
C -0.682306 0.440368 1.076565 -0.3 2.8 5.8
O -1.258119 1.615057 1.315306 2.0 -3.9 -1.3
C -1.443333 -0.404858 -0.144717 1.1 0.3 -1.3
C -0.189286 0.266815 -0.491081 -2.6 -2.5 -3.0
C 1.182603 -0.449139 -0.766432 1.2 -1.9 1.9
O 2.113136 0.587093 -0.254772 0.0 -0.5 -0.5
O 1.422127 -0.779640 -1.987203 -1.2 0.8 0.6
H -1.420550 -1.482978 0.027711 0.2 0.5 0.4
H -2.450309 0.051296 -0.192609 0.9 -0.1 -0.5
H 1.204236 -1.362911 0.028919 0.1 1.5 -1.2
H -0.268566 1.117406 -1.127806 -0.2 1.2 0.3
H 1.811561 0.718521 0.642916 0.2 0.2 0.6
```
Positions in Å, forces in eV/Å.

## Properties
molecular weight = 117.1 g mol⁻¹
energy above the lowest of the compared OMol25 structures with the same formula, charge and spin = 480.03 kJ/mol
electronic energy = -12416.327 eV
orbital gap = 0.2324 hartree
total charge = -1

These are the Löwdin partial charges, in e, on atoms 1 to 5:
1. O 0.00
2. C -0.66
3. O -0.05
4. C 0.07
5. C -0.07